[1]
Density functional theory data (ωB97M-V/def2-TZVPD) for 2 unconnected molecules or ions with the total composition CH5NO.

Last column: natural (NBO) charge in e.
Geometry (Å):
C 1.2798 -0.0234 -0.6271  -0.044
N 1.6706 -1.1780 -0.9020  -0.587
H 1.5531 0.7957 -1.2805  0.162
H 0.6708 0.2116 0.2526  0.133
H 1.3897 -1.8998 -0.2469  0.335
O -2.4184 0.8549 1.2378  -0.927
H -2.4373 -0.0310 0.8358  0.466
H -1.7083 1.2701 0.7302  0.463

Forces on atoms 1 to 3 (eV/Å):
C -0.4124 0.2336 0.5617
N 0.5822 -0.6510 -0.6884
H 0.0245 0.1709 -0.1118

Results
gap between HOMO and LUMO = 10.94 eV
HOMO energy = -10.3 eV
SMILES = C=N.O
charge = 0



[2]
Density functional theory data (ωB97M-V/def2-TZVPD) for 2 unconnected molecules or ions with the total composition C4H11NO3.

Last column: natural (NBO) charge in e.
Geometry (Å):
C -0.4561 -0.9662 -0.3968  -0.044
O -0.1398 -1.4716 -1.6579  -0.931
C 0.0674 0.4880 -0.2504  -0.075
C -0.0238 0.9521 1.2380  -0.429
C -0.1830 2.4923 1.4510  -0.026
O -0.1816 2.8576 2.7791  -1.016
N 1.4512 0.5704 -0.6952  -0.876
H -0.0881 -1.6506 0.3868  0.111
H -1.5711 -0.8817 -0.2834  0.106
H -0.5631 1.1675 -0.8238  0.161
H 0.7485 0.5268 1.8797  0.173
H -0.9851 0.5792 1.6305  0.174
H 0.7164 2.9381 0.9409  0.079
H -1.1507 2.7982 1.0019  0.079
H 2.1338 0.3027 0.0003  0.333
H 1.4936 -0.0851 -1.4679  0.374
H 0.1031 -4.1033 -1.7650  0.422
H -0.5981 -2.6986 -1.8771  0.497
O -0.7737 -3.8157 -2.0907  -1.113

Forces on atoms 1 to 3 (eV/Å):
C -0.7911 0.3913 -1.4323
O -0.1724 -0.1097 0.1233
C 0.6060 -0.6830 2.5783

Results
gap between HOMO and LUMO = 6.09 eV
HOMO energy = 0.6 eV
charge = -2



[3]
Density functional theory data (ωB97M-V/def2-TZVPD) for a molecular structure, C5H6MgO4Rb.

Last column: natural (NBO) charge in e.
Geometry (Å):
O 2.3912 1.5127 1.3781  -0.817
C 1.9910 0.7707 0.4486  0.940
O 2.3517 0.9026 -0.7451  -0.814
O 1.1562 -0.2261 0.8091  -0.566
C 0.4389 -0.9249 -0.2066  -0.047
Rb 5.2972 3.7297 -0.0625  0.997
H 0.2102 -1.9075 0.2276  0.218
H 1.1357 -1.1517 -1.0212  0.251
C -0.9072 -0.1648 -1.6322  -0.274
C -1.0444 -0.0872 -0.2583  -0.214
H -0.2258 0.5004 -2.1682  0.241
H -1.6480 -0.7632 -2.1783  0.182
Mg -1.6684 -0.1603 2.9480  1.713
O -2.0531 -1.3396 1.5453  -1.019
C -2.2472 -0.5180 0.4619  -0.132
H -3.0367 -0.9037 -0.2052  0.197
H -2.1413 0.7310 0.6590  0.144

Forces on atoms 1 to 3 (eV/Å):
O -0.5532 -0.4373 0.5430
C 2.4528 2.4736 -0.9277
O -0.7477 -0.7303 -0.0557

Results
gap between HOMO and LUMO (spin up / spin down) = 3.83 / 3.82 eV
HOMO energy (spin up / spin down) = -10.0 / -10.0 eV
charge = +1



[4]
Density functional theory data (ωB97M-V/def2-TZVPD) for C4H6FNOS in the gas phase.

Last column: natural (NBO) charge in e.
Geometry (Å):
N -2.2282 0.6802 -0.4508  -0.820
C -1.4119 -0.3426 -0.0544  0.662
O -1.8118 -1.4911 0.0743  -0.623
C 0.0321 -0.0037 0.2091  -0.340
S 0.6206 1.6797 0.1351  0.019
C 0.7883 -0.9866 1.1200  -0.434
C 1.0379 -1.0398 -0.3494  0.229
F 2.2471 -0.6120 -0.8171  -0.334
H -1.8701 1.5614 -0.7328  0.405
H -3.2161 0.5125 -0.6125  0.407
H -0.0599 2.1120 1.2359  0.131
H 1.5903 -0.5516 1.6981  0.242
H 0.1652 -1.7462 1.5631  0.254
H 0.6502 -1.8516 -0.9500  0.203

Forces on atoms 1 to 3 (eV/Å):
N -0.3494 -0.6633 0.2498
C -0.5571 -0.1134 -0.3666
O 0.2180 0.4681 0.1095

Results
gap between HOMO and LUMO = 10.05 eV
HOMO energy = -9.5 eV
SMILES = NC(=O)[C@@]1(S)C[C@@H]1F
charge = 0



[5]
Density functional theory data (ωB97M-V/def2-TZVPD) for 3 unconnected molecules or ions with the total composition C3H12N2O2.

Last column: Löwdin spin population.
Geometry (Å):
C 0.2086 -1.3326 1.5082  0.012
C -0.0983 -0.2031 0.5363  0.078
N -0.1608 1.1198 -2.2106  0.162
C 0.7857 0.3005 -1.7213  0.062
N 0.6554 -0.4534 -0.6867  0.620
H 1.2431 -1.2571 1.8412  0.000
H 0.0431 -2.2513 0.9460  0.000
H -0.2907 -1.3442 2.4745  0.000
H 0.1558 0.7921 0.8733  0.003
H -1.1826 -0.1389 0.3364  0.042
H -0.9374 1.5489 -1.7063  0.004
H -0.3808 1.0677 -3.1998  0.003
H 1.5985 0.1466 -2.4265  0.008
H -3.5665 -0.4947 -1.4015  0.000
H -3.3948 0.4941 -0.1930  0.001
O -3.7913 0.3825 -1.0577  0.003
H 2.7076 1.2336 1.9434  0.000
H 3.2815 -0.1239 1.7031  0.000
O 3.1239 0.5134 2.4410  0.001

Forces on atoms 1 to 3 (eV/Å):
C 0.5806 -0.1325 0.1523
C 0.4165 0.0812 0.4009
N -0.5060 -0.0387 0.3045

Results
gap between HOMO and LUMO (spin up / spin down) = 10.13 / 6.59 eV
HOMO energy (spin up / spin down) = -14.8 / -14.8 eV
charge = +1
multiplicity = 2



[6]
Density functional theory data (ωB97M-V/def2-TZVPD) for 2 unconnected molecules or ions with the total composition C29H31N4O6S.

Last column: Mulliken charge in e.
Geometry (Å):
C 3.1678 2.4747 2.8600  -1.279
N 3.1819 1.1878 2.1658  0.205
C 4.4275 0.6309 1.9121  0.063
S 5.8570 1.5098 1.9821  -0.239
N 4.3724 -0.7251 1.6276  0.088
C 5.6475 -1.4236 1.5048  -1.211
C 3.2322 -1.3850 1.1034  0.195
O 3.3406 -2.4838 0.5483  -0.668
C 1.9398 -0.7160 1.2961  0.675
C 0.7936 -1.3594 0.9029  -0.612
C -0.5813 -0.9501 1.2058  -0.199
C -1.0568 0.2704 0.7000  -0.690
C -2.2861 0.7933 1.0418  1.001
C -3.2017 0.0271 1.8168  0.307
N -4.4476 0.5246 2.1088  0.009
C -4.9228 1.6707 1.3401  -0.703
C -3.8560 2.7431 1.2078  -0.933
C -2.6259 2.1516 0.5325  -0.885
C -5.4956 -0.3875 2.5534  -0.693
C -4.9809 -1.3852 3.5710  -0.802
C -3.7617 -2.1298 3.0206  -0.936
C -2.7946 -1.2640 2.2663  0.864
C -1.5231 -1.7275 1.9459  -1.391
C 1.9715 0.4609 2.1726  0.529
O 1.0104 0.8416 2.8501  -0.668
H 2.1256 2.7200 3.0840  0.374
H 3.7557 2.4054 3.7827  0.394
H 3.6432 3.2230 2.2203  0.366
H 5.4352 -2.4975 1.4209  0.373
H 6.1891 -1.0654 0.6109  0.340
H 6.2661 -1.1903 2.3819  0.414
H 0.9186 -2.3276 0.4150  0.495
H -0.4268 0.7679 -0.0447  0.459
H -5.2331 1.3426 0.3304  0.327
H -5.8216 2.0596 1.8281  0.402
H -4.2380 3.5654 0.6012  0.380
H -3.5788 3.1595 2.1836  0.322
H -1.7612 2.8067 0.6771  0.384
H -2.8021 2.0642 -0.5502  0.368
H -6.3104 0.2253 2.9556  0.395
H -5.9109 -0.9272 1.6831  0.312
H -4.7333 -0.8922 4.5188  0.308
H -5.7828 -2.0954 3.7907  0.371
H -3.2391 -2.6340 3.8379  0.408
H -4.1255 -2.9149 2.3413  0.316
H -1.2506 -2.7560 2.2145  0.435
C 5.6806 1.3398 -1.7495  -0.968
C 4.7719 0.2265 -2.2266  -0.220
O 3.4193 0.6086 -1.9344  -0.304
C 2.4980 -0.2534 -2.4768  0.339
C 1.1789 0.3312 -2.4494  -0.775
C 0.1480 -0.1290 -3.2923  1.021
C 0.1183 -1.4671 -3.8575  -0.693
C -0.9481 -1.9062 -4.6142  -0.416
C -2.0178 -1.0279 -4.9140  -0.089
N -3.1522 -1.5417 -5.5891  0.877
O -4.0526 -0.7503 -5.9668  -0.663
O -3.2034 -2.7893 -5.7534  -0.648
C -1.9750 0.3229 -4.4587  -0.416
C -0.9328 0.7509 -3.6650  -0.522
O 2.8367 -1.3511 -2.9317  -0.766
H 6.7364 1.0587 -1.8465  0.358
H 5.5303 2.2385 -2.3695  0.332
H 5.5122 1.6058 -0.6939  0.028
H 4.8696 0.0913 -3.3129  0.428
H 4.9952 -0.7473 -1.7509  0.183
H 1.0640 1.2065 -1.8015  0.219
H 0.9758 -2.1043 -3.7020  0.521
H -0.9865 -2.9176 -5.0290  0.405
H -2.7594 1.0158 -4.7729  0.399
H -0.8346 1.8001 -3.3616  0.399

Forces on atoms 1 to 3 (eV/Å):
C -0.0089 0.2764 -0.0577
N 0.3911 0.1584 0.5622
C -0.6626 -0.2070 -0.1304

Results
gap between HOMO and LUMO = 4.73 eV
HOMO energy = -3.5 eV
charge = -1



[7]
Density functional theory data (ωB97M-V/def2-TZVPD) for 2 unconnected molecules or ions with the total composition C3H5ClS.

Last column: natural (NBO) charge in e.
Geometry (Å):
C -2.1009 1.3536 0.3888  -0.408
C 0.5347 -0.3597 -0.4955  -0.668
C -0.3457 -1.0896 0.4558  -0.182
S -3.4172 0.6483 -0.2298  0.161
Cl -1.8388 -1.7737 0.0671  0.043
H -2.1346 2.2072 1.1215  0.189
H 1.0212 0.4835 -0.0954  0.229
H 1.3333 -1.0646 -0.7118  0.215
H 0.0493 -0.1297 -1.3497  0.225
H -0.0218 -1.5038 1.4304  0.195

Forces on atoms 1 to 3 (eV/Å):
C -2.3758 -0.4341 -0.1048
C 0.9296 -2.6008 2.2451
C -0.1390 0.1237 1.5484

Results
gap between HOMO and LUMO (spin up / spin down) = 7.48 / 7.05 eV
HOMO energy (spin up / spin down) = -8.0 / -7.7 eV
charge = 0



[8]
Density functional theory data (ωB97M-V/def2-TZVPD) for 2 unconnected molecules or ions with the total composition C2H8FNP2.

Last column: natural (NBO) charge in e.
Geometry (Å):
C -0.3404 -1.3063 -1.5220  -0.024
C 0.9815 -1.4051 -0.8849  -0.344
N 1.0100 2.2447 0.9917  -1.166
F -0.6062 -0.1520 -2.2105  -0.358
P -1.3318 0.6385 1.1515  -0.118
P 0.7707 0.7852 1.6631  0.482
H -1.1076 -1.5979 -0.7916  0.181
H -0.5233 -2.1469 -2.3524  0.167
H 1.1759 -2.2137 -0.3163  0.174
H 1.5185 -0.5170 -0.6639  0.184
H 1.9683 2.5741 0.8123  0.406
H 0.3652 2.6127 0.2848  0.397
H -1.6971 -0.7469 1.7666  0.025
H -2.1837 1.2307 2.0717  -0.006

Forces on atoms 1 to 3 (eV/Å):
C -0.4216 -3.1279 -1.9695
C -1.1777 2.6714 -1.7004
N 0.6847 2.5108 -1.8661

Results
gap between HOMO and LUMO (spin up / spin down) = 8.07 / 7.34 eV
HOMO energy (spin up / spin down) = -8.2 / -7.0 eV
charge = 0